Entry 1:
ORCA calculation (the ωB97M-V functional and the def2-TZVPD basis) on C3H4N2O in the gas phase at a distorted geometry.

```
10
Properties=species:S:1:pos:R:3:forces:R:3:lowdin_charge:R:1
C -0.3821 -1.3805 1.4634 -2.0 -0.4 2.6 -0.0593
C -0.0277 -0.4844 0.3910 -5.7 -0.7 -0.7 -0.3819
C 1.0900 0.0221 -0.0765 2.4 2.5 -2.0 -0.1525
N 0.9779 1.0294 -0.9404 -3.3 -2.5 1.6 0.1793
O -0.4725 0.9827 -0.9616 1.1 5.2 -4.6 -0.1139
N -1.0722 0.1586 -0.2566 2.5 -2.9 3.0 0.1099
H -0.8872 -0.5513 2.2384 1.5 -3.0 -1.1 0.1559
H 0.4087 -2.0788 1.8044 0.0 1.2 0.4 0.0819
H -1.1626 -2.1528 1.2094 0.3 1.3 -0.1 0.0892
H 2.0009 -0.3383 0.1524 3.1 -0.8 0.9 0.0916
```
Forces are in eV/Å.

**Orbital gap**: 0.3873 Ha
**Highest occupied orbital energy**: -0.36918 Eh
**ΔE to the lowest compared entry with this formula, charge and spin**: 103.6 kcal per mole

***

Entry 2:
ORCA calculation (the ωB97M-V functional and the def2-TZVPD basis) on C3H4N2O as an isolated structure at a distorted geometry.

```
10
Properties=species:S:1:pos:R:3:forces:R:3:lowdin_charge:R:1
C 0.7259 1.0638 -1.0748 -1.0 -0.9 -0.4 0.1095
N -0.3248 -0.3804 -0.2339 2.2 2.7 -1.2 0.1431
C 0.4134 -0.0704 0.7536 0.6 -1.6 1.5 -0.4162
C -1.3440 -1.6963 1.2938 -0.4 -0.5 0.9 -0.2978
O 1.2801 -0.0273 1.5186 -1.5 0.3 -1.2 0.2545
N -1.9966 -2.5504 1.7350 0.1 0.2 -0.2 -0.0845
H -1.2835 -0.0546 -0.2680 0.0 -0.1 0.3 0.1077
H 1.7139 0.6455 -1.2312 -0.1 -0.1 0.1 0.0650
H 0.7006 1.9991 -0.5241 -0.1 -0.2 0.2 0.0629
H 0.1149 1.0710 -1.9690 0.2 0.1 -0.1 0.0557
```
Forces are in eV/Å.

**Orbital gap (spin up / spin down)**: 0.3087 / 0.3087 Ha
**Highest occupied orbital energy (spin up / spin down)**: -0.33862 / -0.33864 Eh
**ΔE to the lowest compared entry with this formula, charge and spin**: 137.2 kcal per mole

***

Entry 3:
ORCA calculation (the ωB97M-V functional and the def2-TZVPD basis) on C3H4N2O in the gas phase at a distorted geometry.

```
10
Properties=species:S:1:pos:R:3:forces:R:3:lowdin_charge:R:1
O -0.8294 -1.1217 -0.9754 0.1 -1.1 -0.1 -0.0476
C -1.0305 0.5539 0.2907 0.4 0.5 0.4 0.0187
C 0.1216 1.2744 0.0013 -0.4 0.2 0.3 -0.1580
N 1.2268 0.4581 0.1165 0.0 -0.4 0.1 0.0019
N 1.0390 -0.7666 0.3846 0.0 0.4 -0.5 0.1191
C -0.4303 -0.8380 0.3859 -0.4 -0.1 -0.2 -0.4164
H -1.7931 -1.0025 -0.9655 0.3 0.2 -0.2 0.0905
H 0.2724 2.3016 -0.2995 0.0 -0.1 0.1 0.0874
H 2.1908 0.7688 -0.0018 -0.1 -0.1 0.0 0.1699
H -0.7673 -1.6280 1.0633 0.0 0.4 0.1 0.1344
```
Forces are in eV/Å.

**Orbital gap (spin up / spin down)**: 0.2867 / 0.2868 Ha
**Highest occupied orbital energy (spin up / spin down)**: -0.31742 / -0.31746 Eh
**ΔE to the lowest compared entry with this formula, charge and spin**: 127.4 kcal per mole

***

Entry 4:
ORCA calculation (the ωB97M-V functional and the def2-TZVPD basis) on C3H4N2O in the gas phase.

```
10
Properties=species:S:1:pos:R:3:forces:R:3:lowdin_charge:R:1
C -1.6163 0.0746 -0.0393 0.1 -0.1 -0.1 -0.0210
C -0.1294 -0.1074 -0.1445 -0.2 -0.1 -0.1 -0.4162
N 0.7110 0.5174 0.7520 0.0 0.0 0.0 0.1344
C 1.8752 0.1430 0.3490 -0.3 0.1 0.2 -0.1937
O 1.8458 -0.6609 -0.7150 0.2 0.2 0.3 -0.0135
N 0.4949 -0.8229 -1.0391 -0.3 0.2 0.3 0.1290
H -2.1819 -0.4741 -0.7953 0.3 0.0 0.0 0.0776
H -1.9503 -0.2620 0.9506 0.1 0.2 -0.2 0.0831
H -1.8518 1.1417 -0.1406 0.1 -0.3 0.1 0.0832
H 2.8028 0.4506 0.8221 0.0 -0.4 -0.5 0.1372
```
Forces are in eV/Å.

**Orbital gap**: 0.4347 Ha
**Highest occupied orbital energy**: -0.39589 Eh
**ΔE to the lowest compared entry with this formula, charge and spin**: 34.0 kcal per mole

***

Entry 5:
ORCA calculation (the ωB97M-V functional and the def2-TZVPD basis) on C3H4N2O in the gas phase at a distorted geometry.

```
10
Properties=species:S:1:pos:R:3:forces:R:3:lowdin_charge:R:1
H 1.7951 2.0001 0.7332 0.0 -0.2 0.1 0.0596
N 1.4371 1.0514 0.8650 -0.3 0.0 -0.4 0.1196
C 0.5802 0.7971 -0.0264 0.1 0.1 0.2 -0.1955
C -0.1522 -0.5374 -0.1146 0.0 0.4 0.0 -0.3600
O -0.5051 -0.6416 -1.4772 -0.1 -0.2 -0.1 -0.0213
C -1.3302 -0.5521 0.8010 -0.3 -0.5 0.7 -0.1446
N -2.1357 -0.6940 1.6191 0.6 0.3 -0.9 0.1570
H 0.2789 1.4686 -0.8387 0.0 0.0 0.1 0.1266
H 0.5090 -1.3390 0.2234 0.0 0.0 0.0 0.1532
H -0.4771 -1.5531 -1.7849 -0.1 0.0 0.2 0.1055
```
Forces are in eV/Å.

**Orbital gap**: 0.4153 Ha
**Highest occupied orbital energy**: -0.39815 Eh
**ΔE to the lowest compared entry with this formula, charge and spin**: 42.4 kcal per mole

***

Entry 6:
ORCA calculation (the ωB97M-V functional and the def2-TZVPD basis) on C3H4N2O as an isolated structure at a distorted geometry.

```
10
Properties=species:S:1:pos:R:3:forces:R:3:lowdin_charge:R:1
N -0.9504 1.2215 -0.1291 -1.1 1.1 0.9 0.0729
C -1.2252 0.3883 0.7818 0.7 0.2 -0.2 -0.3737
O -0.6743 -0.7869 0.6108 2.7 0.5 -0.2 -0.0355
C 0.5933 -0.3281 -0.5858 -0.6 -1.6 -0.4 -0.0302
C 1.6953 -1.1794 -0.2453 1.2 -1.8 0.8 -0.2149
N 2.6085 -1.8698 -0.0403 -1.3 1.1 -0.3 0.1613
H -1.3116 2.0831 0.1898 -0.6 1.7 -0.2 0.0433
H -1.7244 0.6233 1.7460 -0.1 -0.6 -0.7 0.1484
H 1.0405 0.6001 -1.0170 -1.1 -0.2 1.4 0.1291
H -0.0516 -0.7522 -1.3109 0.1 -0.4 -1.1 0.0994
```
Forces are in eV/Å.

**Orbital gap**: 0.3679 Ha
**Highest occupied orbital energy**: -0.38842 Eh
**ΔE to the lowest compared entry with this formula, charge and spin**: 92.6 kcal per mole

***

Entry 7:
ORCA calculation (the ωB97M-V functional and the def2-TZVPD basis) on C3H4N2O in the gas phase at a distorted geometry.

```
10
Properties=species:S:1:pos:R:3:forces:R:3:lowdin_charge:R:1
C 2.0940 -0.0873 0.0009 2.7 2.3 0.8 -0.0724
C 0.6483 -0.0507 0.0402 -1.9 -1.7 0.0 -0.3036
C -0.1254 1.0273 -0.0121 0.7 1.2 0.3 -0.1617
O -1.3820 0.7434 0.0102 -2.1 -0.8 -0.4 -0.0176
N -1.4667 -0.7399 -0.0178 0.7 0.9 0.3 0.0689
N -0.3094 -1.1573 0.0144 1.5 1.3 0.1 0.0683
H 2.4896 -1.0139 -0.3010 0.4 -1.4 0.1 0.0536
H 2.4402 0.5856 -0.8155 -0.3 -0.2 0.4 0.0868
H 2.7009 0.3540 0.9373 -1.7 -1.3 -1.7 0.1320
H 0.1559 2.0716 -0.0526 -0.1 -0.1 0.1 0.1457
```
Forces are in eV/Å.

**Orbital gap**: 0.3908 Ha
**Highest occupied orbital energy**: -0.35853 Eh
**ΔE to the lowest compared entry with this formula, charge and spin**: 65.0 kcal per mole

***

Entry 8:
ORCA calculation (the ωB97M-V functional and the def2-TZVPD basis) on C3H4N2O in the gas phase.

```
10
Properties=species:S:1:pos:R:3:forces:R:3:lowdin_charge:R:1
O -1.8281 0.2897 0.2155 0.1 0.3 -0.2 0.1363
C -0.5512 -0.0102 0.0095 0.3 -0.4 -0.1 -0.3648
C 0.7047 0.7074 0.3034 0.2 -0.2 0.0 -0.1419
C 1.8135 -0.4150 0.1250 -0.6 0.1 0.0 -0.1795
N 1.2052 -1.4351 -0.4176 0.4 0.3 0.2 -0.0519
N -0.2285 -1.1711 -0.4487 -0.3 0.1 0.1 0.0823
H -1.9203 1.2051 0.5070 0.0 0.0 0.0 0.1323
H 0.6504 1.4520 1.1076 0.3 -0.5 0.0 0.1087
H 1.0310 1.2393 -0.6005 -0.4 0.2 -0.1 0.1180
H -0.8767 -1.8620 -0.8013 0.0 0.0 0.1 0.1603
```
Forces are in eV/Å.

**Orbital gap**: 0.2801 Ha
**Highest occupied orbital energy**: -0.27908 Eh
**ΔE to the lowest compared entry with this formula, charge and spin**: 98.1 kcal per mole

***

Entry 9:
ORCA calculation (the ωB97M-V functional and the def2-TZVPD basis) on C3H4N2O in the gas phase at a distorted geometry.

```
10
Properties=species:S:1:pos:R:3:forces:R:3:lowdin_charge:R:1
H 0.7393 1.1523 -2.3999 -2.0 -1.9 1.2 0.0840
N 0.0007 0.6897 -1.7364 1.6 2.2 -1.1 0.0544
C 0.4592 -0.2794 -1.0595 3.3 0.4 -4.5 -0.4276
N -0.0051 -0.7122 0.0411 -6.9 2.9 1.1 0.0279
C -1.0277 0.0415 0.8318 3.8 -2.7 -1.0 -0.0150
C -0.3697 0.3838 1.8761 -0.5 0.8 2.0 -0.2028
O 0.2029 0.5230 2.8617 0.8 0.3 0.9 0.2067
H 1.3156 -0.9795 -1.3387 -0.4 1.2 -0.2 0.1454
H 0.5066 -1.3030 0.4976 3.1 -4.5 3.2 0.0589
H -1.8217 0.4836 0.4261 -3.0 1.4 -1.6 0.0680
```
Forces are in eV/Å.

**Orbital gap**: 0.3498 Ha
**Highest occupied orbital energy**: -0.32415 Eh
**ΔE to the lowest compared entry with this formula, charge and spin**: 78.9 kcal per mole

***

Entry 10:
ORCA calculation (the ωB97M-V functional and the def2-TZVPD basis) on C3H4N2O in the gas phase at a distorted geometry.

```
10
Properties=species:S:1:pos:R:3:forces:R:3:lowdin_charge:R:1
C 1.1272 -0.6088 0.6919 -0.2 0.1 -0.2 -0.0492
C -0.1218 0.1218 0.2701 -0.4 0.1 -1.1 -0.2547
N -0.9478 0.7761 0.9581 0.2 -0.1 0.1 -0.0517
O -1.9492 1.3501 0.5092 0.4 -0.6 -1.7 -0.0224
N -1.7232 0.8646 -1.4786 0.8 -0.3 1.3 0.1756
C -0.6865 0.2187 -1.3048 0.0 0.3 1.7 -0.1577
H 1.0745 -1.6550 0.3710 0.0 0.2 0.0 0.0779
H 1.2792 -0.6013 1.7781 -0.3 0.1 -0.3 0.0849
H 2.0098 -0.1514 0.2298 -0.2 -0.1 0.0 0.0789
H -0.0405 -0.3270 -2.0042 -0.5 0.3 0.0 0.1184
```
Forces are in eV/Å.

**Orbital gap (spin up / spin down)**: 0.3382 / 0.3380 Ha
**Highest occupied orbital energy (spin up / spin down)**: -0.36205 / -0.36185 Eh
**ΔE to the lowest compared entry with this formula, charge and spin**: 108.3 kcal per mole

***

Entry 11:
ORCA calculation (the ωB97M-V functional and the def2-TZVPD basis) on a 2-piece molecular cluster, C3H4N2O overall at a distorted geometry.

```
10
Properties=species:S:1:pos:R:3:forces:R:3:lowdin_charge:R:1
C -1.2599 -0.5528 -1.9627 0.0 -0.5 0.7 0.1383
N -1.2290 -1.2868 -1.0692 -0.1 0.5 -0.7 -0.2199
O -1.2112 -2.0673 -0.1450 0.0 0.1 -0.1 -0.0118
H -1.1575 0.2360 -2.6732 0.0 -0.1 0.1 0.0760
C 0.8408 0.3703 1.4056 0.0 0.0 0.1 -0.0632
C 0.7612 1.0957 0.1392 -0.1 0.5 -0.9 -0.2788
N 0.6790 1.6485 -0.8736 0.1 -0.5 1.0 0.1234
H 0.3144 -0.5838 1.3112 0.1 0.1 0.0 0.0655
H 0.3776 0.9570 2.2019 0.0 -0.1 -0.1 0.0856
H 1.8847 0.1831 1.6658 -0.1 0.0 -0.1 0.0849
```
Forces are in eV/Å.

**Orbital gap**: 0.4040 Ha
**Highest occupied orbital energy**: -0.37170 Eh
**ΔE to the lowest compared entry with this formula, charge and spin**: 85.2 kcal per mole

***

Entry 12:
ORCA calculation (the ωB97M-V functional and the def2-TZVPD basis) on C3H4N2O in the gas phase at a distorted geometry.

```
10
Properties=species:S:1:pos:R:3:forces:R:3:lowdin_charge:R:1
O 2.1160 -0.1245 -0.2065 -0.2 0.0 -0.2 0.0381
C 0.7702 0.0844 -0.0907 -0.6 0.0 -0.1 -0.3120
C 0.0308 1.2924 -0.2944 -0.5 -0.4 -0.6 -0.0999
N -1.2445 1.1157 0.0286 -0.2 -0.3 -0.4 0.0079
N -1.3594 -0.1504 0.3644 -0.2 -0.2 0.4 -0.0550
C -0.1851 -0.8314 0.2939 0.0 0.0 0.2 -0.0553
H 2.2998 -1.0624 -0.0447 -0.1 0.4 -0.1 0.1087
H 0.0059 2.0567 -1.0488 1.7 0.9 0.4 0.1044
H -2.2910 -0.4879 0.5145 0.1 -0.3 0.3 0.1466
H -0.1426 -1.8925 0.4837 0.1 0.1 0.1 0.1165
```
Forces are in eV/Å.

**Orbital gap**: 0.3492 Ha
**Highest occupied orbital energy**: -0.32088 Eh
**ΔE to the lowest compared entry with this formula, charge and spin**: 44.4 kcal per mole